Below is C54H52GdI2N4O2PS4SiTe as an isolated structure in a non-equilibrium geometry, with properties calculated with the ωB97M-V functional and the def2-TZVPD basis.

Each line ends with the Löwdin spin population.
Atoms and positions in Å:
Gd1 -2.657 -20.275 15.279  6.8058
S1 -4.264 -21.690 17.611  -0.0151
C1 -5.837 -21.123 17.644  -0.0012
C2 -6.562 -21.103 18.899  -0.0004
N1 -7.219 -21.009 19.844  -0.0002
C3 -6.577 -20.619 16.546  -0.0008
S2 -5.842 -20.509 14.962  -0.0104
C4 -7.976 -20.400 16.618  -0.0003
N2 -9.086 -20.187 16.707  -0.0002
C5 -6.267 -14.698 18.729  0.0000
Si1 -3.609 -15.042 17.951  -0.0001
C6 -2.746 -12.486 16.694  0.0000
C7 -3.111 -14.333 19.617  0.0000
C8 -2.224 -16.316 17.586  -0.0002
C9 -0.874 -15.894 17.686  -0.0004
C10 0.183 -16.590 17.161  -0.0003
C11 -0.081 -17.845 16.620  -0.0004
N3 -1.304 -18.375 16.645  -0.0132
C12 -2.392 -17.613 17.076  -0.0012
S3 -3.899 -18.345 16.832  -0.0058
H1 -5.929 -14.491 19.735  0.0000
H2 -7.288 -15.032 18.795  0.0000
H3 -6.274 -13.740 18.228  0.0000
H4 -2.970 -11.892 17.566  0.0000
H5 -2.931 -11.806 15.815  0.0000
H6 -1.708 -12.859 16.770  0.0000
H7 -3.341 -13.272 19.625  0.0000
H8 -2.022 -14.428 19.674  0.0000
H9 -3.480 -14.769 20.533  0.0000
H10 -0.592 -14.899 18.178  0.0000
H11 1.095 -16.124 17.102  0.0000
H12 0.663 -18.438 16.147  0.0002
O1 -2.628 -22.513 13.558  -0.0094
H13 -3.083 -23.427 13.540  0.0000
H14 -2.693 -22.256 12.592  0.0000
I1 -6.235 -22.737 14.134  -0.0003
I2 -3.782 -25.311 11.617  -0.0002
S4 0.864 -20.606 14.318  0.0613
C13 -0.551 -19.727 13.991  0.1564
C14 -3.846 -26.621 17.558  0.0001
C15 -3.322 -26.538 16.275  0.0000
C16 -2.381 -25.526 15.916  0.0002
C17 -1.996 -24.633 16.907  0.0007
C18 -2.605 -24.708 18.178  0.0001
C19 -3.495 -25.727 18.513  0.0000
P1 -0.815 -23.196 16.673  0.0000
C20 0.476 -23.964 15.628  0.0000
C21 1.778 -24.078 16.077  -0.0005
C22 2.836 -24.556 15.272  0.0001
C23 2.537 -25.042 14.021  -0.0005
C24 1.230 -24.928 13.564  0.0000
C25 0.248 -24.356 14.309  -0.0004
C26 0.041 -23.043 18.263  0.0001
C27 0.600 -21.784 18.523  0.0000
C28 1.438 -21.583 19.620  0.0000
C29 1.731 -22.682 20.457  0.0000
C30 1.166 -23.900 20.244  0.0000
C31 0.361 -24.135 19.113  0.0001
H15 -4.543 -27.435 17.799  0.0000
H16 -3.663 -27.193 15.491  0.0000
H17 -1.944 -25.466 14.936  0.0000
H18 -2.256 -24.017 18.900  0.0000
H19 -3.862 -25.739 19.564  0.0000
H20 2.039 -23.741 17.084  0.0000
H21 3.819 -24.568 15.579  0.0000
H22 3.306 -25.382 13.347  0.0000
H23 1.023 -25.239 12.550  0.0000
H24 -0.722 -24.086 13.856  0.0000
H25 0.494 -20.927 17.879  0.0000
H26 1.963 -20.694 19.745  0.0000
H27 2.510 -22.514 21.174  0.0000
H28 1.258 -24.671 20.987  0.0000
H29 -0.038 -25.140 18.941  0.0000
C32 -11.988 -14.041 16.597  0.0000
C33 -10.852 -14.558 15.828  0.0000
C34 -9.823 -13.768 15.346  0.0000
C35 -8.784 -14.172 14.553  0.0000
C36 -7.811 -13.160 13.991  0.0000
C37 -8.715 -15.596 14.373  0.0000
Te1 -6.836 -16.282 13.582  -0.0002
N4 -2.922 -19.439 13.101  -0.0115
C38 -2.175 -18.553 12.762  0.0009
O2 -0.618 -18.755 13.095  0.0471
C39 -2.287 -17.144 12.199  0.0004
C40 -1.255 -16.245 12.338  0.0001
C41 -1.287 -15.007 11.749  0.0002
C42 -2.465 -14.594 11.119  -0.0003
C43 -3.574 -15.419 11.105  0.0001
C44 -3.490 -16.711 11.627  -0.0002
C45 -5.658 -15.787 15.350  0.0000
C46 -4.302 -15.370 14.994  -0.0001
C47 -3.554 -14.379 15.474  0.0001
C48 -3.727 -13.636 16.694  0.0000
C49 -5.439 -15.664 17.898  0.0000
C50 -6.106 -16.044 16.620  -0.0002
C51 -7.289 -16.884 16.826  0.0000
C52 -9.793 -16.448 14.707  0.0000
C53 -9.755 -17.894 14.226  0.0000
C54 -10.870 -15.876 15.392  0.0000
H30 -12.639 -13.367 16.009  0.0000
H31 -11.641 -13.522 17.524  0.0000
H32 -12.476 -14.913 16.912  0.0000
H33 -9.809 -12.657 15.603  0.0000
H34 -8.205 -12.127 13.975  0.0000
H35 -7.516 -13.357 12.996  0.0000
H36 -6.850 -13.116 14.556  0.0000
H37 -0.376 -16.619 12.825  0.0006
H38 -0.410 -14.382 11.741  0.0000
H39 -2.487 -13.658 10.596  0.0000
H40 -4.513 -15.046 10.688  0.0000
H41 -4.375 -17.319 11.574  0.0000
H42 -3.960 -15.792 14.067  0.0000
H43 -2.543 -14.384 15.050  0.0000
H44 -4.743 -13.266 16.830  0.0000
H45 -5.472 -16.599 18.436  0.0000
H46 -7.184 -17.386 17.814  0.0000
H47 -7.283 -17.684 16.035  0.0000
H48 -8.262 -16.358 16.754  0.0000
H49 -9.722 -17.943 13.181  0.0000
H50 -10.607 -18.478 14.551  0.0000
H51 -8.856 -18.448 14.568  0.0000
H52 -11.722 -16.532 15.570  0.0000

Values from the calculation:
**Multiplicity**: 8
**Total charge**: -2
**E_LUMO (alpha / beta)**: 0.12213 / 0.11983 hartree